[1]
2 unconnected molecules or ions with the total composition C5H13BClNO2, computed with ωB97M-V/def2-TZVPD.

The geometry in ORCA input format:
```
! RIJCOSX wB97M-V def2-TZVPD def2/J DEFGRID3
* xyz 0 1
B 1.93702 -0.14035 -0.38093
C -0.93871 1.40522 -1.32349
C -1.41318 -1.82676 0.69276
C -1.62588 0.48434 -0.24907
C 1.16317 -0.34197 0.97427
C -0.80904 -0.76003 -0.16374
N 0.76492 0.73516 1.78380
O 2.37844 -1.20635 -1.16988
O 2.21753 1.15069 -0.60381
Cl 1.27036 0.49942 3.45548
H 0.18199 1.56770 -1.08050
H -1.48593 2.46027 -1.21289
H -1.23898 1.11565 -2.29121
H -0.75479 -2.48150 1.07322
H -1.96486 -1.24904 1.60284
H -2.22459 -2.37434 0.30490
H -1.50805 0.83743 0.75303
H -2.75402 0.33747 -0.63518
H 1.14387 -1.32348 1.55720
H -0.39056 -1.03069 -1.09505
H 1.08688 1.66018 1.60321
H 2.65257 -0.91412 -2.10261
H 2.31185 1.39513 -1.49239
*
```

Calculated values
electronic energy = -888.5283 a.u.
HOMO energy = -7.599 eV
gap between HOMO and LUMO = 0.2871 Eh
energy above the lowest of the compared OMol25 structures with the same formula, charge and spin = 81.9 kcal/mol

=====

[2]
15 unconnected molecules or ions with the total composition C4H39NO14S2, computed with ωB97M-V/def2-TZVPD.

The geometry in ORCA input format:
```
! RIJCOSX wB97M-V def2-TZVPD def2/J DEFGRID3
* xyz -1 2
S -1.27037 2.93217 3.52558
S -1.94081 2.09157 1.74446
C -0.63681 0.86036 1.32991
C -0.64235 0.52999 -0.14506
C -0.41729 1.75090 -1.03884
N 0.45176 -0.49672 -0.18862
C 0.12932 -1.73606 -0.89746
H -0.75886 1.78725 3.98492
H -0.76645 -0.04699 1.92550
H 0.31909 1.17355 1.75696
H -1.55600 0.06011 -0.51936
H 0.32208 1.66253 -1.83068
H 0.04536 2.52004 -0.41529
H -1.35470 2.15312 -1.41650
H 1.33792 -0.08107 -0.45724
H 0.98592 -2.39658 -0.79336
H -0.15742 -1.55660 -1.93972
H -0.74317 -2.18796 -0.42854
H -4.93320 1.03108 0.85359
H -4.42682 -0.16497 1.74106
O -4.97316 0.07997 0.96440
H 3.09695 -0.60979 -0.70282
H 4.51940 -1.09375 -0.34946
O 3.66100 -1.39941 -0.66020
H 2.41124 -0.48808 -2.42701
H 3.27703 -1.13915 -3.44795
O 2.62725 -0.42880 -3.35833
H 3.42582 -0.24888 1.59657
H 4.40428 0.95641 1.22400
O 4.36599 0.04483 1.50063
H 2.02922 4.16626 -0.47083
H 1.27877 4.16469 0.79990
O 2.19264 4.23837 0.48791
H 2.27047 -1.47470 2.67718
H 1.32765 -0.99895 1.56544
O 1.94714 -0.65580 2.25188
H -3.83715 -3.32321 0.06517
H -3.41225 -2.20653 -0.91564
O -3.05337 -2.86878 -0.26248
H -2.90735 -1.95511 1.16530
H -3.39411 -1.96687 2.60732
O -2.99909 -1.37348 1.95961
H -1.38075 -0.49794 4.25275
H 0.04535 0.03354 4.44042
O -0.82973 0.02217 4.84896
H 2.89059 1.18811 -2.00522
H 2.88164 2.15956 -0.81016
O 2.71536 1.22306 -1.03973
H -1.70478 0.75109 -3.13449
H -2.85052 1.58931 -3.67065
O -2.66012 0.72065 -3.30439
H -3.90437 -0.27776 -1.97532
H -4.75567 -0.84378 -0.84387
O -4.38579 -1.07883 -1.71163
H 4.09269 -2.00733 1.85813
H 3.24999 -2.97118 1.11552
O 3.54329 -2.78975 2.01960
H 0.83691 1.03493 -4.15413
H -0.01640 -0.13769 -4.79382
O -0.01331 0.57685 -4.15389
*
```

Calculated values
<S²> = 0.7505
electronic energy = -2080.2760 a.u.
HOMO energy (spin up / spin down) = -0.114 / -5.801 eV
gap between HOMO and LUMO (spin up / spin down) = 0.0789 / 0.2869 Eh

=====

[3]
10 unconnected molecules or ions with the total composition C48H100N2O23, computed with ωB97M-V/def2-TZVPD.

The geometry in ORCA input format:
```
! RIJCOSX wB97M-V def2-TZVPD def2/J DEFGRID3
* xyz 0 1
C 2.95501 -1.70279 -2.53348
O 1.97001 -1.10161 -3.34601
C 2.01222 0.32025 -3.33197
C 1.16880 0.88132 -2.20640
O -0.20251 0.82297 -2.46211
C -0.87941 -0.34884 -2.06766
C -2.27377 -0.01056 -1.58311
C -3.09893 -1.28928 -1.40421
O -3.42962 -1.42908 -0.01412
C -4.34677 -1.34684 -2.30084
N -4.61006 -2.65696 -2.89442
O 1.51557 0.76322 -4.53733
C 2.46395 0.88881 -5.56946
C 1.74767 0.81527 -6.92455
N 0.33075 1.17940 -6.83629
C -0.56586 0.28754 -7.57817
C -1.05952 -0.86491 -6.71497
C -2.03514 -1.74567 -7.50487
O -1.64298 -0.41070 -5.50763
H 3.09643 -1.17395 -1.58978
H 2.62236 -2.71224 -2.30614
H 3.90868 -1.77174 -3.06324
H 3.05634 0.62885 -3.16900
H 1.45137 1.92544 -2.06338
H 1.45738 0.35215 -1.29161
H -0.34476 -0.89310 -1.28286
H -0.95361 -1.02804 -2.92267
H -2.75298 0.67918 -2.27440
H -2.22036 0.48040 -0.61133
H -2.46880 -2.13650 -1.69098
H -3.44411 -2.36178 0.19153
H -4.19100 -0.64669 -3.11812
H -5.19308 -1.02558 -1.69270
H -4.16461 -3.41427 -2.40067
H -4.32135 -2.68082 -3.85801
H 2.99392 1.84082 -5.46837
H 3.19766 0.08007 -5.52794
H 1.83031 -0.19628 -7.31748
H 2.27011 1.48124 -7.61462
H 0.21296 2.10095 -7.23091
H -1.41734 0.87415 -7.93000
H -0.08320 -0.13808 -8.46588
H -0.18182 -1.45771 -6.44403
H -2.36406 -1.25766 -8.42155
H -1.55891 -2.68346 -7.78364
H -2.91648 -1.93712 -6.90395
H -1.76917 0.53613 -5.55568
O 3.49420 1.14145 0.98268
C 2.72946 1.93266 1.47054
O 2.24455 1.67801 2.70165
C 1.45664 2.63470 3.42511
C -0.00788 2.57392 3.04911
C 2.24527 3.15226 0.72738
H 1.86871 3.63810 3.30226
H 1.57616 2.36389 4.47256
H -0.16638 2.82647 1.99998
H -0.57953 3.26894 3.66464
H -0.39412 1.56773 3.21083
H 1.41693 2.85073 0.08614
H 3.05356 3.52061 0.10297
H 1.92374 3.97332 1.35545
O 0.36188 2.91174 6.79289
C 1.08228 2.31071 7.54532
O 2.09658 1.60450 7.02040
C 3.11898 0.97448 7.81186
C 2.70730 -0.39688 8.29205
C 0.83896 2.28078 9.03593
H 3.42713 1.62658 8.63088
H 3.96884 0.89273 7.13677
H 1.84489 -0.35174 8.95902
H 3.53490 -0.86951 8.82064
H 2.43694 -1.02495 7.44366
H 0.10334 1.50606 9.24800
H 0.42704 3.24303 9.32885
H 1.72966 2.09688 9.63122
O 1.97119 6.10699 0.00684
C 1.17790 6.81965 0.55480
O 0.75678 6.46139 1.78717
C -0.08427 7.28676 2.59880
C -1.55080 7.09588 2.27553
C 0.59043 8.03928 -0.11480
H 0.22264 8.33127 2.52930
H 0.11839 6.96325 3.61842
H -1.78027 7.39569 1.25287
H -2.16676 7.68789 2.95254
H -1.82383 6.04641 2.38291
H -0.23888 7.71766 -0.74371
H 1.35750 8.47502 -0.74891
H 0.23761 8.80439 0.57180
O -5.38045 -1.79987 -8.09244
C -6.20081 -1.52253 -7.26017
O -6.01662 -0.40922 -6.52719
C -6.99430 0.06179 -5.59219
C -6.84389 -0.59282 -4.23505
C -7.38197 -2.42126 -6.96750
H -7.99945 -0.05032 -5.99746
H -6.80539 1.13132 -5.50879
H -7.00995 -1.66887 -4.28742
H -7.56256 -0.17137 -3.53226
H -5.83737 -0.43202 -3.84817
H -7.05544 -3.20279 -6.28204
H -7.68838 -2.88519 -7.90124
H -8.24244 -1.91240 -6.54011
O 5.49400 6.55336 9.71407
C 4.84145 6.35314 8.72881
O 4.41533 5.09801 8.48037
C 3.50020 4.78372 7.42533
C 4.19804 4.57738 6.09834
C 4.54043 7.45243 7.73415
H 2.70719 5.53014 7.36566
H 3.03707 3.85264 7.73187
H 4.69500 5.48628 5.75802
H 3.47749 4.27152 5.33926
H 4.95687 3.80053 6.19164
H 5.39166 7.54810 7.06122
H 4.42901 8.38152 8.28634
H 3.64116 7.29384 7.14483
O -2.91613 -5.31087 -2.89564
C -3.19563 -5.90681 -3.89945
O -3.54265 -5.18907 -4.98346
C -3.74573 -5.76692 -6.27594
C -5.15265 -6.30028 -6.44615
C -3.22925 -7.41625 -3.95269
H -2.98814 -6.52460 -6.48030
H -3.56820 -4.94764 -6.97028
H -5.36363 -7.11216 -5.74986
H -5.29407 -6.67375 -7.46060
H -5.87764 -5.50818 -6.26026
H -4.19447 -7.74994 -3.57354
H -2.44959 -7.79231 -3.29604
H -3.07427 -7.83517 -4.94345
O -10.72880 -0.11354 -5.60346
C -10.95412 0.94016 -6.13302
O -10.01053 1.45516 -6.94367
C -10.21194 2.60940 -7.76514
C -9.96565 3.89774 -7.00891
C -12.21705 1.72257 -5.86180
H -11.20061 2.58269 -8.22541
H -9.48456 2.50206 -8.56741
H -10.66998 4.02387 -6.18651
H -10.06427 4.75252 -7.67796
H -8.96033 3.89864 -6.58840
H -12.07492 2.29615 -4.94663
H -13.02439 1.01288 -5.70399
H -12.50661 2.39906 -6.66180
O 6.05291 -1.70762 8.70649
C 6.10901 -2.30908 7.66611
O 4.96399 -2.75381 7.12395
C 4.89658 -3.32819 5.80948
C 5.25435 -4.79706 5.82042
C 7.42537 -2.62879 6.99570
H 5.51735 -2.76010 5.11574
H 3.86351 -3.18489 5.49777
H 6.27792 -4.95574 6.14781
H 5.15284 -5.22309 4.82474
H 4.59562 -5.33525 6.50422
H 7.82929 -3.53443 7.44659
H 8.10861 -1.80551 7.18812
H 7.35882 -2.77867 5.92194
O 7.57863 -6.43206 4.44161
C 8.50950 -6.77971 5.11229
O 8.79814 -6.06256 6.22091
C 9.78358 -6.46818 7.17732
C 11.17636 -6.02341 6.78477
C 9.39469 -7.93930 4.71976
H 9.72625 -7.54289 7.35268
H 9.48227 -5.98088 8.10318
H 11.49841 -6.48415 5.85093
H 11.89099 -6.29119 7.56298
H 11.19977 -4.94269 6.64686
H 10.13619 -7.57764 4.00837
H 8.77403 -8.68153 4.22561
H 9.90601 -8.41872 5.55018
*
```

Calculated values
electronic energy = -3728.9143 a.u.
HOMO energy = -8.104 eV
gap between HOMO and LUMO = 0.3172 Eh
energy above the lowest of the compared OMol25 structures with the same formula, charge and spin = 0.0 kcal/mol
SMILES string = CO[C@H](COCC[C@@H](O)CN)OCCNC[C@H](C)O.CCOC(C)=O.CCOC(C)=O.CCOC(C)=O.CCOC(C)=O.CCOC(C)=O.CCOC(C)=O.CCOC(C)=O.CCOC(C)=O.CCOC(C)=O